(1)
Below is a cluster of 4 separate species, C18H35BNO11P in total, with properties calculated with ωB97M-V with the def2-TZVPD basis set.

Its SMILES is C[C@H](O)CNCCOBCP(=O)(O)O.O=C1CCCO1.O=C1CCCO1.O=C1CCCO1. The LUMO energy is -0.03 eV. The value obtained for the frontier orbital gap is 8.220 eV.

```
! RIJCOSX wB97M-V def2-TZVPD def2/J DEFGRID3
* xyz 0 1
C -2.442 4.225 2.174
C -3.714 3.703 2.806
O -3.984 4.365 4.047
C -3.760 2.208 2.974
N -2.530 1.648 3.479
C -2.547 0.207 3.622
C -2.701 -0.628 2.366
O -1.515 -0.586 1.542
B -1.554 0.303 0.524
C -0.795 0.048 -0.842
P -1.369 1.274 -2.052
O -0.524 2.443 -2.066
O -2.881 1.748 -1.741
O -1.472 0.596 -3.506
H -1.638 4.328 2.892
H -2.600 5.188 1.707
H -2.085 3.562 1.395
H -4.528 3.964 2.130
H -4.216 5.275 3.808
H -4.536 1.991 3.704
H -4.097 1.779 2.025
H -1.721 1.946 2.951
H -3.327 -0.053 4.331
H -1.612 -0.085 4.084
H -3.599 -0.416 1.797
H -2.783 -1.662 2.680
H -2.139 1.323 0.688
H 0.247 0.304 -0.693
H -0.885 -0.959 -1.229
H -3.443 0.989 -1.513
H -2.399 0.660 -3.792
O 2.247 -0.117 -1.813
C 2.347 -0.063 -3.005
O 1.444 -0.619 -3.842
C 1.895 -0.477 -5.205
C 2.868 0.690 -5.188
C 3.473 0.572 -3.792
H 2.371 -1.413 -5.508
H 1.032 -0.297 -5.841
H 3.597 0.652 -5.995
H 2.321 1.630 -5.273
H 4.334 -0.097 -3.771
H 3.737 1.537 -3.369
O 2.898 -4.951 -4.127
C 2.227 -4.860 -3.143
O 1.910 -5.929 -2.370
C 1.009 -5.531 -1.322
C 1.220 -4.031 -1.160
C 1.578 -3.610 -2.584
H -0.010 -5.776 -1.631
H 1.246 -6.091 -0.421
H 0.355 -3.516 -0.747
H 2.067 -3.844 -0.499
H 0.694 -3.378 -3.179
H 2.268 -2.775 -2.605
O 0.438 2.015 2.846
C 1.249 1.149 2.998
O 1.005 0.039 3.731
C 2.194 -0.767 3.821
C 3.046 -0.354 2.628
C 2.668 1.117 2.466
H 2.682 -0.556 4.774
H 1.911 -1.816 3.796
H 4.109 -0.528 2.780
H 2.737 -0.911 1.742
H 3.284 1.772 3.083
H 2.696 1.447 1.432
*
```

Atomic partial charges in e from the natural (NBO) method, atoms 1 to 8: C -0.647; C 0.096; O -0.718; C -0.234; N -0.631; C -0.248; C -0.079; O -0.701


(2)
Below is a structure of composition C18H35BaF5NO8Te, with properties calculated with ωB97M-V with the def2-TZVPD basis set.

As for the energy relative to the best compared isomer or geometry (same formula, charge and spin): 11.19 kcal per mole. The LUMO energy is -2.33 eV. The value obtained for the frontier orbital gap is 9.619 eV.

```
! RIJCOSX wB97M-V def2-TZVPD def2/J DEFGRID3
* xyz 1 1
Ba -0.399 -0.328 0.472
C -3.658 1.446 0.709
C -3.329 1.688 2.170
O -2.364 0.761 2.657
C -2.867 -0.269 3.504
C -3.397 -1.453 2.713
O -2.475 -1.847 1.706
C -1.665 -2.984 1.984
C -0.634 -2.764 3.085
O -0.119 -1.440 2.938
C 1.129 -1.174 3.571
C 1.232 0.322 3.734
O 1.173 0.929 2.447
C 1.085 2.350 2.512
C 1.135 2.894 1.103
O 0.032 2.424 0.337
C -1.027 3.341 0.126
C -2.060 2.618 -0.714
O -2.492 1.401 -0.107
H -4.344 2.220 0.351
H -4.144 0.478 0.581
H -4.251 1.636 2.757
H -2.910 2.687 2.305
H -3.655 0.122 4.155
H -2.029 -0.574 4.127
H -4.327 -1.196 2.203
H -3.613 -2.284 3.391
H -1.160 -3.191 1.050
H -2.264 -3.871 2.209
H 0.160 -3.506 2.964
H -1.060 -2.874 4.088
H 1.949 -1.562 2.957
H 1.179 -1.656 4.551
H 2.174 0.578 4.229
H 0.399 0.685 4.346
H 1.924 2.752 3.091
H 0.149 2.632 3.010
H 2.037 2.540 0.601
H 1.152 3.986 1.131
H -0.669 4.218 -0.425
H -1.443 3.683 1.080
H -1.605 2.331 -1.663
H -2.913 3.268 -0.925
F 0.796 -2.796 -0.047
Te 0.052 -3.360 -1.752
F -1.313 -4.209 -0.800
F 0.997 -4.917 -1.429
F 1.613 -2.791 -2.596
F -0.526 -4.133 -3.323
O -0.800 -1.786 -1.879
O 1.378 0.543 -1.380
C 1.703 0.607 -2.577
C 2.863 1.473 -3.023
C 3.994 0.749 -3.798
C 3.705 -0.710 -4.146
C 2.605 -0.901 -5.190
C 1.378 -0.028 -4.925
N 0.988 -0.003 -3.521
H 3.253 1.945 -2.124
H 2.433 2.272 -3.635
H 4.894 0.779 -3.184
H 4.226 1.309 -4.706
H 3.442 -1.248 -3.234
H 4.621 -1.175 -4.514
H 2.315 -1.953 -5.216
H 2.982 -0.649 -6.184
H 0.521 -0.381 -5.497
H 1.566 0.998 -5.248
H 0.276 -0.647 -3.179
*
```

Atomic partial charges in e from the natural (NBO) method, atoms 1 to 8: Ba 1.853; C -0.091; C -0.095; O -0.574; C -0.089; C -0.099; O -0.579; C -0.103


(3)
Below is a cluster of 6 separate species, C18H35N5O in total, with properties calculated with ωB97M-V with the def2-TZVPD basis set.

Its SMILES is CCN(CC)CC.C1CCOC1.CC#N.CC#N.CC#N.CC#N. The LUMO energy is 0.35 eV. The value obtained for the frontier orbital gap is 9.288 eV.

```
! RIJCOSX wB97M-V def2-TZVPD def2/J DEFGRID3
* xyz 0 1
C 9.458 10.410 16.301
C 9.711 11.719 15.671
N 9.938 12.733 15.116
H 10.416 9.897 16.393
H 8.780 9.838 15.668
H 9.033 10.627 17.280
C 6.389 7.477 15.208
C 5.811 6.163 14.980
N 5.325 5.093 14.813
H 7.314 7.437 14.633
H 6.713 7.515 16.248
H 5.853 8.408 15.021
C 13.738 14.681 11.559
C 13.756 13.370 12.267
N 13.809 12.375 12.806
H 13.672 14.578 10.476
H 14.660 15.190 11.842
H 12.892 15.279 11.897
C 10.663 10.478 12.018
C 9.960 9.398 12.763
N 9.424 8.576 13.349
H 11.750 10.430 11.945
H 10.439 11.455 12.447
H 10.219 10.572 11.027
C 8.617 7.326 8.501
C 8.820 8.758 9.096
N 8.287 9.788 8.145
C 8.652 11.105 8.672
C 10.131 11.383 8.187
C 6.792 9.699 7.985
C 6.398 10.347 6.605
H 8.907 7.417 7.455
H 7.574 7.011 8.473
H 9.233 6.569 8.986
H 8.479 8.757 10.131
H 9.904 8.865 9.107
H 7.991 11.875 8.275
H 8.508 11.249 9.743
H 10.199 11.465 7.103
H 10.551 12.286 8.631
H 10.856 10.671 8.583
H 6.366 10.310 8.781
H 6.418 8.676 7.948
H 6.933 9.913 5.760
H 6.490 11.431 6.676
H 5.332 10.245 6.401
C 7.086 12.471 12.635
C 6.698 11.043 12.362
C 5.571 10.810 13.319
O 4.887 12.038 13.309
C 5.692 13.136 12.887
H 7.706 12.921 11.859
H 7.702 12.517 13.533
H 7.535 10.355 12.481
H 6.376 11.018 11.322
H 5.912 10.450 14.290
H 5.069 9.954 12.868
H 5.812 13.908 13.647
H 5.360 13.513 11.920
*
```

Atomic partial charges in e from the natural (NBO) method, atoms 1 to 8: C -0.722; C 0.304; N -0.362; H 0.262; H 0.264; H 0.253; C -0.743; C 0.290


(4)
Below is a structure of composition C18H35NO5, with properties calculated with ωB97M-V with the def2-TZVPD basis set.

As for the energy relative to the best compared isomer or geometry (same formula, charge and spin): 377.26 kcal per mole. The LUMO energy is 0.54 eV. The value obtained for the frontier orbital gap is 8.541 eV.

```
! RIJCOSX wB97M-V def2-TZVPD def2/J DEFGRID3
* xyz 0 1
O -0.189 -1.750 1.751
C -0.352 -2.603 0.834
C -1.767 -2.917 0.512
C -2.850 -1.864 0.542
C -2.759 -1.155 -0.844
C -3.892 0.041 -0.728
C -3.869 1.042 0.509
C -2.462 1.915 0.359
C -2.157 2.825 -0.798
C -0.643 3.308 -0.604
C 0.310 2.540 -1.038
C 1.602 2.643 -0.443
N 1.531 2.189 0.989
H 2.198 3.025 1.653
C 1.779 0.953 1.212
C 2.956 0.632 0.599
O 3.223 -0.867 0.248
H 3.078 -1.209 1.136
C 2.878 1.617 -0.852
O 3.886 2.239 -1.124
H 4.542 1.541 -1.572
H 2.261 0.954 -1.427
H 3.921 1.168 1.034
C 1.929 0.607 2.968
O 2.172 -0.669 2.624
H 1.421 -1.230 2.569
H 1.144 0.693 3.394
H 2.936 1.171 3.172
H 0.864 0.351 1.060
H 2.114 3.512 -0.479
H 0.535 2.530 -2.184
H -0.015 1.306 -0.971
H -0.558 4.304 -1.169
H -0.501 3.481 0.424
H -2.234 2.185 -1.638
H -2.777 3.827 -0.691
H -1.616 1.173 0.459
H -2.477 2.530 1.650
H -4.581 1.952 0.175
H -4.127 0.809 1.387
H -4.748 -0.409 -0.605
H -3.867 0.704 -1.503
H -1.882 -0.586 -0.711
H -2.951 -1.765 -1.541
H -2.799 -1.167 1.379
H -3.770 -2.276 0.636
H -1.894 -3.638 -0.375
H -2.064 -3.869 1.362
C 0.588 -3.186 -0.077
H 1.368 -3.246 0.634
C 0.818 -2.412 -1.301
H -0.088 -2.400 -1.915
C 2.132 -2.980 -2.178
O 3.218 -3.180 -1.273
H 3.437 -2.291 -0.869
H 1.762 -3.975 -2.162
H 2.034 -2.501 -3.063
H 0.966 -1.428 -0.923
H 0.289 -4.196 -0.214
*
```

Atomic partial charges in e from the natural (NBO) method, atoms 1 to 8: O -0.626; C 0.634; C -0.492; C -0.404; C -0.383; C -0.382; C -0.352; C -0.360


(5)
Below is a cluster of 4 separate species, C18H36BClN4O2 in total, with properties calculated with ωB97M-V with the def2-TZVPD basis set.

Its SMILES is C[C@H](O)COB(Cl)CCCN.CCCC#N.CCCC#N.CCCC#N. The LUMO energy is 0.57 eV. The value obtained for the frontier orbital gap is 8.938 eV.

```
! RIJCOSX wB97M-V def2-TZVPD def2/J DEFGRID3
* xyz 0 1
C -0.019 -1.454 -0.156
C 0.051 -2.681 -1.038
O 1.047 -2.555 -2.049
C -1.277 -2.973 -1.729
O -2.408 -2.846 -0.869
B -3.377 -1.898 -0.960
Cl -4.985 -2.490 -1.462
C -3.220 -0.380 -0.604
C -2.576 0.474 -1.724
C -1.732 1.662 -1.227
N -0.458 1.880 -1.910
H 0.956 -1.276 0.296
H -0.278 -0.565 -0.741
H -0.770 -1.574 0.624
H 0.375 -3.552 -0.464
H 0.889 -1.740 -2.542
H -1.296 -3.992 -2.120
H -1.361 -2.288 -2.580
H -4.206 0.025 -0.367
H -2.617 -0.287 0.307
H -1.955 -0.143 -2.386
H -3.388 0.859 -2.345
H -2.325 2.574 -1.326
H -1.514 1.546 -0.163
H -0.503 1.599 -2.882
H 0.307 1.386 -1.469
C 0.499 0.450 4.175
C 1.608 -0.232 3.389
C 2.355 0.722 2.449
C 1.469 1.318 1.449
N 0.750 1.790 0.687
H -0.263 0.854 3.506
H 0.014 -0.249 4.855
H 0.891 1.278 4.770
H 1.205 -1.059 2.802
H 2.351 -0.661 4.065
H 3.155 0.190 1.937
H 2.811 1.537 3.016
C -3.263 4.824 -5.662
C -3.768 3.408 -5.894
C -5.031 3.090 -5.084
C -4.804 3.204 -3.643
N -4.578 3.294 -2.520
H -2.988 4.975 -4.617
H -2.384 5.027 -6.274
H -4.028 5.560 -5.919
H -2.994 2.682 -5.634
H -4.007 3.253 -6.947
H -5.383 2.077 -5.287
H -5.840 3.774 -5.352
C 4.844 -2.621 5.890
C 5.962 -3.268 5.086
C 6.677 -2.274 4.163
C 5.773 -1.680 3.178
N 5.050 -1.211 2.419
H 4.069 -2.224 5.232
H 4.378 -3.343 6.559
H 5.223 -1.797 6.498
H 5.571 -4.090 4.483
H 6.715 -3.694 5.752
H 7.490 -2.757 3.619
H 7.114 -1.458 4.744
*
```

Atomic partial charges in e from the natural (NBO) method, atoms 1 to 8: C -0.647; C 0.072; O -0.712; C -0.058; O -0.750; B 0.964; Cl -0.222; C -0.819


(6)
Below is a structure of composition C18H36BrI2NO9P2S2, with properties calculated with ωB97M-V with the def2-TZVPD basis set.

The LUMO energy is 0.33 eV. The value obtained for the frontier orbital gap is 8.548 eV.

```
! RIJCOSX wB97M-V def2-TZVPD def2/J DEFGRID3
* xyz 0 1
C -0.676 -4.446 2.119
P 0.314 -3.017 1.526
O 1.631 -3.917 1.051
C -0.371 -2.475 -0.217
C -0.791 -3.721 -1.044
C -1.309 -3.489 -2.485
N -2.779 -3.365 -2.531
C -1.613 -1.496 -0.193
P -3.193 -1.819 0.786
O -3.280 -3.451 0.748
Br -2.444 -1.396 2.888
C -1.245 -0.005 0.030
S -2.716 1.059 0.141
S -0.390 0.518 -1.490
O 0.559 1.552 -1.205
O -1.340 0.717 -2.548
O 0.356 -0.829 -1.906
C 0.854 -1.752 -0.918
I 2.172 -0.674 0.499
C 1.765 -2.666 -1.743
C 3.041 -2.026 -2.315
C 4.316 -2.397 -1.536
I 5.636 -3.659 -2.651
H -0.896 -5.213 1.371
H -0.009 -4.892 2.866
H -1.578 -4.136 2.634
H 1.394 -4.698 0.538
H 0.025 -4.450 -1.065
H -1.607 -4.210 -0.517
H -0.866 -2.583 -2.906
H -0.995 -4.334 -3.103
H -3.178 -4.006 -3.202
H -3.052 -2.440 -2.839
H -2.026 -1.486 -1.211
H -3.804 -3.783 1.487
H -0.608 0.138 0.904
H -2.042 2.177 0.478
H 1.164 -2.999 -2.593
H 2.015 -3.552 -1.166
H 2.949 -0.941 -2.392
H 3.141 -2.384 -3.342
H 4.883 -1.526 -1.220
H 4.081 -2.982 -0.648
O 3.085 1.459 3.465
C 2.042 2.024 3.661
O 1.062 1.355 4.302
C -0.140 2.004 4.739
C -1.188 2.130 3.659
C 1.792 3.423 3.152
H 0.108 2.976 5.170
H -0.502 1.379 5.554
H -0.842 2.717 2.808
H -2.084 2.600 4.068
H -1.483 1.165 3.246
H 1.493 3.346 2.108
H 2.727 3.975 3.222
H 1.021 3.972 3.684
O -0.525 3.807 0.870
C -0.312 4.372 -0.176
O -1.375 4.729 -0.911
C -1.264 5.454 -2.143
C -0.983 4.533 -3.310
C 1.080 4.612 -0.695
H -0.523 6.249 -2.052
H -2.235 5.933 -2.258
H -0.025 4.024 -3.202
H -0.967 5.104 -4.240
H -1.757 3.769 -3.381
H 1.417 3.692 -1.167
H 1.731 4.822 0.151
H 1.159 5.430 -1.405
*
```

Atomic partial charges in e from the Mulliken method, atoms 1 to 8: C -1.106; P 0.299; O -0.486; C 3.415; C -1.450; C -1.041; N -0.497; C -2.044


(7)
Below is a structure of composition C18H36BrIrN6Sb, with properties calculated with ωB97M-V with the def2-TZVPD basis set.

As for the energy relative to the best compared isomer or geometry (same formula, charge and spin): 0.00 kcal per mole. The LUMO energy (alpha / beta) is -13.89 / -14.73 eV. The value obtained for the frontier orbital gap (alpha / beta) is 6.452 / 5.601 eV. Its expectation value of S² is 0.76.

```
! RIJCOSX wB97M-V def2-TZVPD def2/J DEFGRID3
* xyz 4 2
Ir 0.214 -0.324 0.239
C -2.948 3.228 0.416
N -3.432 1.838 0.465
C -4.884 1.598 0.640
C -2.566 0.852 0.364
N -1.265 1.037 0.179
N -3.085 -0.437 0.470
C -2.473 -1.633 0.288
N -3.210 -2.720 0.377
N -1.152 -1.715 0.027
H -3.791 3.896 0.552
H -2.501 3.451 -0.555
H -2.241 3.415 1.227
H -5.389 2.557 0.652
H -5.088 1.112 1.596
H -5.289 1.028 -0.198
H -1.021 2.010 0.067
H -4.069 -0.475 0.702
H -4.207 -2.695 0.551
H -2.807 -3.644 0.307
H -0.851 -2.675 -0.098
C 3.215 -2.475 -3.470
C 1.945 -2.003 -4.045
C 0.845 -2.945 -4.307
Sb 0.974 -0.097 -2.393
C -0.800 0.765 -3.323
C -2.022 -0.120 -3.126
C -0.537 0.986 -4.813
C 2.478 1.508 -2.486
C 3.028 1.467 -3.914
C 3.614 1.365 -1.487
H 3.701 -3.003 -4.312
H 3.088 -3.212 -2.680
H 3.901 -1.680 -3.186
H 2.006 -1.140 -4.710
H 0.708 -3.685 -3.522
H 1.187 -3.498 -5.202
H -0.089 -2.469 -4.597
H -0.940 1.729 -2.827
H -1.920 -1.075 -3.646
H -2.895 0.377 -3.555
H -2.236 -0.327 -2.077
H -0.339 0.049 -5.341
H 0.262 1.691 -5.020
H -1.442 1.405 -5.259
H 1.909 2.424 -2.311
H 3.649 0.585 -4.081
H 3.683 2.334 -4.038
H 2.278 1.531 -4.697
H 4.165 0.432 -1.628
H 3.293 1.437 -0.451
H 4.324 2.177 -1.657
Br 2.261 -1.767 0.798
C 2.600 -0.076 1.636
C 3.635 0.219 2.471
C 3.657 1.529 2.965
C 2.660 2.430 2.604
C 1.647 2.023 1.761
N 1.619 0.767 1.264
H 4.389 -0.511 2.738
H 4.453 1.833 3.634
H 2.666 3.443 2.985
H 0.846 2.686 1.465
*
```

Atomic partial charges in e from the natural (NBO) method, atoms 1 to 8: Ir 0.863; C -0.436; N -0.328; C -0.450; C 0.666; N -0.808; N -0.583; C 0.684


| no. | strongest force on any atom (eV/A) | E (Ha) |
| --- | --- | --- |
| 1 | 1.6 | -1955.62703 |
| 2 | 0.7 | -2156.32732 |
| 3 | 4.7 | -1055.75509 |
| 4 | 15.1 | -1137.22928 |
| 5 | 0.4 | -1562.04753 |
| 6 | 0.6 | -6087.89983 |
| 7 | 0.7 | -3953.08061 |